Formula: C10H19N2O
Source: OMol25
Level of theory: ωB97M-V/def2-TZVPD

The geometry in XYZ format:
```
32
C10H19N2O ωB97M-V/def2-TZVPD
C -1.057 1.705 -0.815
C -2.203 1.865 0.132
C -3.062 0.597 0.259
C -2.329 -0.564 0.940
C -1.478 -1.406 -0.028
C 0.998 -1.495 -0.176
C 1.219 1.178 -0.063
C 2.253 -1.777 0.543
C 1.045 -1.385 -1.651
C 2.443 1.937 0.256
N 0.140 1.592 -0.434
N -0.129 -1.571 0.470
O 3.473 1.044 0.614
H -1.258 1.728 -1.877
H -1.829 2.144 1.118
H -2.840 2.673 -0.232
H -3.934 0.855 0.858
H -3.421 0.287 -0.723
H -1.690 -0.152 1.723
H -3.063 -1.206 1.425
H -1.921 -2.402 -0.141
H -1.447 -0.943 -1.012
H 2.747 -2.637 0.090
H 2.094 -1.970 1.600
H 2.938 -0.936 0.443
H 0.343 -0.650 -2.038
H 0.777 -2.351 -2.086
H 2.046 -1.129 -1.982
H 2.234 2.640 1.075
H 2.736 2.523 -0.629
H -0.081 -1.739 1.470
H 4.255 1.545 0.872
```

**Calculated total energy**: -15697.6508 eV
**Gap between HOMO and LUMO**: 8.27 eV
**Net charge**: +1
**E_LUMO**: -3.03 eV
**F_max**: 0.021 Eh/bohr
**HOMO**: -11.305 eV

---

Formula: C10H19N3OS
Source: OMol25
Level of theory: ωB97M-V/def2-TZVPD

The geometry in XYZ format:
```
34
C10H19N3OS ωB97M-V/def2-TZVPD
C 4.930 -1.714 3.032
C 4.753 -1.181 1.796
C 2.701 -1.505 3.054
C -2.370 1.447 -0.165
C -1.191 0.742 -2.301
C -1.994 2.915 -0.547
C -1.217 2.090 -2.889
C -1.254 0.606 -0.794
C -0.928 -3.055 0.446
C -0.446 -1.615 0.216
N 3.774 -1.951 3.658
N -2.114 2.991 -2.139
N -1.383 -0.848 -0.423
O 0.626 -1.086 0.581
S 3.047 -0.926 1.534
H 5.851 -2.038 3.364
H 5.397 -0.774 1.020
H -2.361 1.297 0.874
H -3.377 1.155 -0.597
H -2.092 0.117 -2.718
H -0.260 0.131 -2.623
H -2.595 3.681 -0.035
H -0.895 3.050 -0.364
H -0.136 2.457 -2.918
H -1.362 1.982 -4.048
H -0.288 0.914 -0.472
H -1.412 -3.209 1.431
H -0.067 -3.672 0.402
H -1.709 -3.162 -0.309
H -3.052 2.759 -2.490
H -1.954 3.986 -2.469
H 3.800 -2.514 4.621
H -2.094 -1.328 -0.944
H 1.672 -1.743 3.219
```

**Calculated total energy**: -28011.5184 eV
**2S+1**: 3
**Gap between HOMO and LUMO (alpha / beta)**: 7.11 / 5.96 eV
**Net charge**: +2
**E_LUMO (alpha / beta)**: -5.10 / -9.67 eV
**F_max**: 0.173 Eh/bohr
**HOMO (alpha / beta)**: -12.212 / -15.632 eV

---

Formula: C10H19N5O5
Source: OMol25
Level of theory: ωB97M-V/def2-TZVPD

The geometry in XYZ format:
```
39
C10H19N5O5 ωB97M-V/def2-TZVPD
H -4.770 -0.864 1.252
N -5.268 -0.065 0.848
C -4.794 0.112 -0.289
N -5.390 0.823 -1.258
N -3.495 -0.407 -0.883
C -2.578 -1.166 0.050
C -1.909 -0.006 0.855
C -0.575 -0.315 1.491
C 0.686 -0.294 0.586
N 0.790 0.951 -0.195
C 1.810 1.621 -0.624
O 1.740 2.414 -1.528
C 3.104 1.537 0.166
N 2.837 1.544 1.601
C 4.180 0.590 -0.495
C 4.254 -0.896 -0.280
O 5.278 -1.500 -0.340
O 3.093 -1.527 -0.238
C 0.678 -1.429 -0.340
O 0.575 -2.578 0.005
O 1.107 -1.092 -1.587
H -4.828 0.884 -2.097
H -6.306 1.082 -1.085
H -3.652 -0.886 -1.782
H -1.853 -1.662 -0.498
H -3.235 -1.870 0.627
H -2.675 0.351 1.647
H -1.777 0.831 0.183
H -0.407 0.669 2.061
H -0.666 -1.246 2.082
H 1.564 -0.367 1.202
H 0.044 0.825 -0.927
H 3.590 2.476 -0.040
H 3.399 2.209 2.071
H 1.912 1.940 1.724
H 5.163 1.023 -0.237
H 3.958 0.643 -1.593
H 3.121 -2.502 -0.052
H 1.295 -1.853 -2.081
```

**Calculated total energy**: -28365.4234 eV
**Gap between HOMO and LUMO**: 9.72 eV
**E_LUMO**: 0.34 eV
**F_max**: 0.119 Eh/bohr
**HOMO**: -9.376 eV

---

Formula: C10H19NO2S
Source: OMol25
Level of theory: ωB97M-V/def2-TZVPD

The geometry in XYZ format:
```
33
C10H19NO2S ωB97M-V/def2-TZVPD
C 1.420 1.194 1.626
C -3.524 -0.240 -1.415
C -2.978 0.776 -0.451
C -2.944 -1.712 -1.322
C -1.435 0.677 -0.395
C -1.526 -1.759 -0.941
C 2.674 -0.725 1.289
C 1.190 -0.330 1.262
C -0.952 -0.713 -0.009
C 4.385 1.110 -0.111
N 0.513 -0.697 0.083
O 3.988 1.459 2.377
O 0.522 2.186 1.288
S 3.115 1.080 1.240
H -4.601 -0.264 -1.239
H -3.595 0.209 -2.428
H -3.206 1.853 -0.634
H -3.345 0.616 0.664
H -3.539 -2.215 -0.585
H -3.117 -2.171 -2.300
H -1.006 0.850 -1.448
H -0.877 1.431 0.225
H -1.325 -2.753 -0.618
H -0.823 -1.638 -1.810
H 2.857 -1.006 2.272
H 2.994 -1.384 0.535
H 0.644 -0.681 2.115
H -1.277 -0.822 1.050
H 4.998 0.226 0.040
H 3.789 0.998 -1.058
H 5.170 1.948 -0.063
H 0.979 -0.516 -0.839
H 0.833 3.013 1.599
```

**Calculated total energy**: -27093.0786 eV
**Gap between HOMO and LUMO**: 7.85 eV
**E_LUMO**: 0.39 eV
**F_max**: 0.065 Eh/bohr
**HOMO**: -7.465 eV

---

Formula: C10H19NO4S
Source: OMol25
Level of theory: ωB97M-V/def2-TZVPD

The geometry in XYZ format:
```
35
C10H19NO4S ωB97M-V/def2-TZVPD
C -2.412 -0.368 1.600
C -3.077 -1.184 0.498
O -4.235 -1.065 0.342
N -2.357 -2.103 -0.366
C -1.155 -1.463 -0.967
C -1.509 -0.433 -2.056
C -1.096 1.030 -1.769
C 0.428 1.321 -1.798
C 1.205 1.124 -0.476
C 2.097 -0.116 -0.556
C 2.983 -0.371 0.686
C 2.337 -0.024 2.054
S 1.206 1.370 2.013
O 1.961 2.579 2.021
O 0.309 1.331 3.108
O 0.344 1.162 0.678
H -3.052 -0.439 2.480
H -1.417 -0.722 1.875
H -2.348 0.682 1.316
H -1.983 -2.818 0.260
H -0.592 -2.270 -1.450
H -0.504 -1.079 -0.172
H -2.602 -0.435 -2.126
H -1.105 -0.715 -3.031
H -1.527 1.626 -2.580
H -1.597 1.369 -0.860
H 0.873 0.657 -2.546
H 0.565 2.338 -2.169
H 1.886 1.980 -0.388
H 1.569 -1.043 -0.788
H 2.773 0.063 -1.396
H 3.969 0.087 0.613
H 3.174 -1.448 0.717
H 1.756 -0.846 2.477
H 3.134 0.224 2.754
```

**Calculated total energy**: -31192.4588 eV
**Gap between HOMO and LUMO**: 10.05 eV
**E_LUMO**: 0.36 eV
**F_max**: 0.049 Eh/bohr
**HOMO**: -9.691 eV

---

Formula: C10H19NOSiSr
Source: OMol25
Level of theory: ωB97M-V/def2-TZVPD

The geometry in XYZ format:
```
33
C10H19NOSiSr ωB97M-V/def2-TZVPD
C 2.671 -0.085 0.155
C 2.346 -1.169 -0.713
C 1.696 -2.175 0.062
C 1.622 -1.713 1.410
C 2.233 -0.425 1.468
Sr -0.288 0.145 -0.057
N 0.486 2.316 -0.056
C -0.431 2.105 -1.384
C 0.004 1.102 -2.346
H 1.364 -3.150 -0.304
H 2.599 -1.233 -1.774
H 1.208 -2.266 2.257
H 2.372 0.185 2.364
H 3.186 0.834 -0.134
H 1.009 1.180 -2.753
H -1.512 1.972 -1.124
H 0.160 3.200 0.353
H -0.773 0.717 -3.008
H -0.389 3.073 -1.938
C -3.717 -0.698 3.343
Si -3.736 -0.889 1.454
C -4.174 -2.706 1.124
C -5.089 0.232 0.738
O -2.340 -0.474 0.796
H -4.694 -0.940 3.782
H -3.461 0.331 3.632
H -2.969 -1.364 3.797
H -5.155 -2.965 1.545
H -4.201 -2.921 0.047
H -3.428 -3.377 1.574
H -4.860 1.287 0.948
H -5.143 0.122 -0.355
H -6.079 0.007 1.155
```

**Calculated total energy**: -22928.4393 eV
**Gap between HOMO and LUMO**: 3.85 eV
**Net charge**: -2
**E_LUMO**: 5.33 eV
**F_max**: 0.087 Eh/bohr
**HOMO**: 1.477 eV

---

Q: Which of these has the lowest calculated total energy?
A: C10H19NO4S

---

Q: Which value of calculated total energy does entry 5 give?
A: -31192.4588 eV

---

Q: The lowest calculated total energy belongs to which entry?
A: C10H19NO4S

---

Q: Number 5 is which compound?
A: C10H19NO4S